# 1
9
Properties=species:S:1:pos:R:3:forces:R:3:nbo_charge:R:1 method="wB97M-V/def2-TZVPD" smiles="FP(F)S.C=O" homo_lumo_gap_ev=10.64 total_energy_ha=-1054.4474 lumo_energy_ev=0.538 relative_energy_kj_mol=158.36
F 0.731287 3.917390 1.590276 -0.1 -1.4 -0.3 -0.5934
P 0.484892 2.344947 1.139142 0.0 1.4 1.3 1.3714
F -0.661094 2.708600 0.122522 -0.3 0.0 -0.6 -0.5859
S -0.799705 1.730362 2.740945 1.4 -1.1 -0.2 -0.3681
H -0.053435 0.542660 2.877297 -0.8 1.2 -0.1 0.1741
C 0.367671 -0.583970 -0.853795 2.3 0.7 -6.1 0.3167
O 0.279196 -0.534837 0.289060 -1.0 -0.2 4.7 -0.5044
H 1.347526 -0.140528 -1.380222 -1.6 -0.7 0.6 0.0785
H -0.377511 -0.997341 -1.598689 0.2 0.1 0.8 0.1111


# 2
8
Properties=species:S:1:pos:R:3:forces:R:3:nbo_charge:R:1 method="wB97M-V/def2-TZVPD" smiles=FC(F)(P)S homo_lumo_gap_ev=10.68 total_energy_ha=-979.1185 lumo_energy_ev=0.730 relative_energy_kj_mol=298.59
F 0.121371 -0.951975 -1.109764 0.1 0.3 -0.4 -0.3555
C 0.278651 -0.326868 0.091745 -1.8 -0.4 0.2 0.3373
F 0.578970 -1.329016 0.935390 0.4 -1.2 0.9 -0.3615
P -1.515591 0.227216 0.753644 1.1 0.5 -1.3 0.2451
S 1.679348 0.774456 0.076958 -2.2 3.2 2.5 0.0168
H -1.221165 1.614889 0.478396 -0.5 -0.5 -0.1 -0.0091
H -2.226901 -0.104793 -0.499982 0.8 0.6 0.9 0.0129
H 2.305318 0.096094 -0.726390 2.1 -2.4 -2.7 0.1142


# 3
8
Properties=species:S:1:pos:R:3:forces:R:3:nbo_charge:R:1 method="wB97M-V/def2-TZVPD" smiles="F[PH2]=C(F)S" homo_lumo_gap_ev="7.93 / 7.93" total_energy_ha=-979.0621 lumo_energy_ev="-0.584 / -0.584" relative_energy_kj_mol=446.64
F 0.567444 0.709467 2.386812 -0.2 0.1 0.0 -0.6177
P -0.002082 0.683253 0.826370 -1.5 0.6 0.8 0.7927
C -1.123606 0.684719 -1.025274 3.7 0.6 2.3 -0.0249
F -1.485504 1.929436 -1.105141 -1.5 0.6 -1.0 -0.3200
S -2.173485 -0.549018 -1.304432 -4.5 1.4 -0.6 0.1875
H 0.260011 -0.621641 0.688958 0.3 -1.7 -0.4 -0.0868
H 1.132379 1.200479 0.321048 1.1 0.6 -0.9 -0.0560
H -1.269885 -1.393536 -1.391777 2.5 -2.3 -0.1 0.1252


# 4
9
Properties=species:S:1:pos:R:3:forces:R:3:nbo_charge:R:1 method="wB97M-V/def2-TZVPD" homo_lumo_gap_ev="7.53 / 7.53" total_energy_ha=-1377.3378 lumo_energy_ev="-1.389 / -1.390" relative_energy_kj_mol=296.69
C -1.570662 0.981229 0.227102 -1.0 0.5 -0.9 -0.5114
F 0.509293 -3.495556 -0.148963 -0.3 0.1 0.3 -0.5539
F 2.707597 1.355916 0.523359 -0.8 -0.7 0.6 -0.6092
P 1.467654 0.339918 0.118394 1.3 1.3 -0.6 0.9417
S 1.370980 0.732459 -1.754327 -0.2 -0.6 -0.4 -0.5191
S -0.407202 2.085425 0.384011 -0.3 -0.7 0.4 0.2454
H -2.543004 1.396130 -0.237646 1.4 -1.3 1.0 0.2334
H -1.401178 -0.127608 0.402792 -0.4 1.5 -0.1 0.2185
H -0.133474 -3.267916 0.485281 0.3 -0.2 -0.3 0.5546


# 5
9
Properties=species:S:1:pos:R:3:forces:R:3:nbo_charge:R:1 method="wB97M-V/def2-TZVPD" total_charge=+1 homo_lumo_gap_ev=10.21 total_energy_ha=-791.9607 lumo_energy_ev=-6.700 relative_energy_kj_mol=225.94
C -0.981086 0.030465 0.142002 -2.7 -1.0 -0.6 -0.5017
N 0.212932 -0.734638 0.086740 1.1 -2.0 -1.0 -0.2096
F 1.676676 1.146454 -1.285620 -0.5 -0.9 1.1 -0.3938
F 1.524971 0.950562 1.056644 0.4 -0.5 -1.6 -0.3856
F -0.032537 -2.219202 -0.146181 1.3 4.1 0.0 -0.1353
S 1.707720 0.003475 -0.196966 -1.8 -0.8 1.0 1.8148
H -1.592468 -0.276532 0.978535 0.4 0.4 0.7 0.2702
H -1.744975 0.056405 -0.661909 0.9 -1.4 -0.6 0.2789
H -0.771235 1.043015 0.026752 1.0 2.0 0.9 0.2620


# 6
8
Properties=species:S:1:pos:R:3:forces:R:3:nbo_charge:R:1 method="wB97M-V/def2-TZVPD" smiles=FC(F)F.O homo_lumo_gap_ev=11.48 total_energy_ha=-414.6646 lumo_energy_ev=0.681 relative_energy_kj_mol=200.59
F 0.000000 0.000000 0.000000 1.0 0.3 -0.4 -0.3015
C -1.227620 0.434630 -0.072010 -2.2 -1.3 1.6 0.8626
F -1.452610 1.248090 -1.121680 2.8 -6.7 2.7 -0.3292
F -2.030119 -0.647470 -0.222970 0.0 -0.1 -0.6 -0.3415
H -1.599029 0.832870 0.894080 0.7 0.7 -0.6 0.1201
O -2.154749 2.914459 -1.778099 -1.4 3.3 -0.8 -0.9456
H -1.269900 2.610719 -1.473079 -1.6 2.3 -1.0 0.4751
H -2.789689 2.292869 -1.355319 0.6 1.5 -0.9 0.4600